Entry from the OMol25 dataset: a structure of composition C6H19As2F12N5O3Tl in a non-equilibrium geometry (ωB97M-V with the def2-TZVPD basis set).

XYZ file:
```
48
Properties=species:S:1:pos:R:3:forces:R:3
Tl -46.1464 11.4462 -5.4045 1.380 0.469 0.072
As -46.7087 7.8082 -8.3443 -0.892 -2.435 -2.055
F -46.9687 6.5892 -9.6894 0.760 1.532 2.259
F -48.4486 7.6372 -7.8874 2.304 0.228 0.127
F -46.5177 9.1386 -7.0603 0.068 -0.064 0.023
F -45.0937 8.2977 -8.9953 -1.418 -0.944 1.495
F -47.2893 8.9948 -9.5194 -0.085 0.511 0.475
F -46.1616 6.5292 -7.1890 -0.554 2.320 -1.588
As -44.1382 10.8558 -1.3768 0.091 -3.401 2.639
F -42.7939 11.3628 -2.5095 -1.021 0.128 0.949
F -43.6962 9.1268 -1.6952 -0.731 2.409 -0.455
F -45.4072 10.2468 -0.2660 1.179 1.015 -1.686
F -44.6565 12.5026 -1.0440 0.800 -0.600 -0.504
F -45.3238 10.9006 -2.7968 0.815 -0.128 0.189
F -42.9593 10.8107 -0.0505 -1.142 0.757 -1.529
C -41.3084 13.2034 -5.0595 1.926 -0.023 -0.410
C -42.8100 13.1062 -4.9784 -1.268 0.741 0.492
C -43.4141 14.0376 -6.0099 0.065 0.128 -0.380
O -44.8444 14.0204 -5.9520 -0.577 0.390 -0.725
C -45.5356 14.9683 -6.8039 0.115 1.391 -0.528
N -43.2384 11.7285 -5.0067 0.917 0.565 -1.024
H -40.9704 13.9509 -4.3418 -0.094 0.320 -0.176
H -40.9247 13.4151 -6.0575 -0.300 0.365 -0.152
H -40.6842 12.3510 -4.7914 -0.593 -0.551 0.364
H -43.0422 13.4137 -3.9588 -0.511 0.422 -0.160
H -43.0023 13.8493 -7.0014 -0.478 -0.554 -0.412
H -42.9471 15.0024 -5.8121 -0.623 0.579 0.449
H -45.1314 15.9745 -6.6933 0.574 -0.059 0.362
H -46.5941 15.1586 -6.6263 -0.102 -1.007 1.119
H -45.5937 14.8589 -7.8868 0.937 -1.163 -0.149
H -42.8279 11.5051 -4.1113 -1.260 -1.647 1.633
H -42.6225 11.2243 -5.6283 -0.609 -0.702 -1.224
C -46.0829 14.7344 -3.0532 1.394 1.579 -2.612
O -46.1416 13.5552 -3.4189 -1.157 -1.991 -0.687
N -46.3886 15.8293 -3.7515 -2.005 -0.248 -1.512
N -45.2838 15.0700 -2.1129 3.207 -0.789 4.600
H -46.2573 16.7000 -3.2568 -0.501 0.131 -0.846
H -46.9005 15.6676 -4.6070 -0.302 0.897 0.389
H -44.6688 14.3387 -1.7856 -0.292 -0.218 0.615
H -45.1028 15.9782 -1.7098 -0.493 -0.066 -0.303
C -47.7710 12.3779 -9.1322 -0.648 3.361 0.869
O -47.2465 12.0730 -8.0661 1.490 -1.353 2.408
N -48.1867 13.6108 -9.3984 -0.074 1.804 0.796
N -47.9228 11.6241 -10.1327 0.236 -4.102 -2.701
H -48.6156 13.7315 -10.3048 -0.321 0.859 0.691
H -48.2595 14.2102 -8.5887 -0.338 0.403 -0.772
H -48.0816 11.9941 -11.0590 0.026 -0.445 0.161
H -47.6766 10.6599 -9.9603 0.103 -0.817 -0.589
```
Forces are in eV/Å.

As for the energy: -179095.1007 eV. For the largest force on an atom, the calculation gives 5.66 eV/A. As for the total charge: +1. Its HOMO energy is -14.08 eV. Its LUMO energy is -10.98 eV.



Entry from the OMol25 dataset: a structure of composition C6H19B2FMgO5Si2 in a non-equilibrium geometry (ωB97M-V with the def2-TZVPD basis set).

XYZ file:
```
36
Properties=species:S:1:pos:R:3:forces:R:3
C -3.5497 -1.2334 -2.3113 0.876 -0.113 -0.666
C -2.1317 -1.8920 -2.3677 -0.618 -0.108 0.035
O -1.3771 -1.0548 -3.3253 -0.583 -0.346 -0.014
B -0.1663 -0.2977 -2.8474 0.328 -0.025 0.175
O 0.9138 -0.6840 -3.5056 -0.320 0.055 0.034
Si -0.3664 1.1846 -1.4570 -0.220 0.104 -0.093
O 1.0997 1.6236 -0.9829 -0.157 -0.211 0.257
Si 1.9191 1.3558 0.5013 0.512 0.363 0.542
C 2.5227 -0.4023 0.5102 -0.036 -0.030 -0.256
C 1.4574 -1.5029 0.7004 0.129 -0.152 -0.070
C 1.6922 -2.3735 1.9457 -0.305 -0.146 -0.120
F 2.3856 -1.6757 2.9090 0.055 0.053 0.161
B 0.7816 1.8076 2.1538 -0.207 -0.354 -0.053
O 0.0860 0.8125 2.8400 0.122 0.182 -0.229
O 0.8167 3.0752 2.5789 0.032 0.145 -0.230
C 0.0342 3.5555 3.6823 0.057 0.038 0.158
H -4.0623 -1.6298 -3.2321 -0.964 -0.183 0.634
H -3.4112 -0.1399 -2.3740 -0.119 0.139 0.289
H -4.2447 -1.3750 -1.4855 0.092 -0.462 -0.051
H -2.1804 -2.8799 -2.8296 -0.047 -0.017 0.134
H -1.6805 -2.0554 -1.3899 0.306 0.701 -0.069
H 1.7319 -0.2296 -3.2568 0.091 0.011 -0.041
H -1.1000 2.2722 -2.1578 -0.032 -0.094 -0.041
H -1.2949 0.6777 -0.3987 0.102 -0.005 -0.075
H 3.0987 2.2393 0.4621 -0.041 0.034 -0.212
H 3.2563 -0.4252 1.3219 -0.036 -0.087 -0.034
H 3.0954 -0.5654 -0.4098 0.034 -0.046 0.091
H 0.4411 -1.0908 0.7521 0.067 0.102 0.045
H 1.4886 -2.1778 -0.1631 -0.129 0.030 0.036
H 0.7432 -2.6803 2.3911 0.014 0.009 -0.027
H 2.2512 -3.2785 1.7004 0.182 0.135 0.026
H -0.8234 0.6740 2.5764 -0.209 -0.078 0.141
H 0.1887 4.6303 3.7359 -0.009 -0.059 -0.017
H -1.0244 3.3467 3.5217 0.058 -0.011 0.034
H 0.3644 3.0939 4.6123 -0.043 -0.019 -0.069
Mg -2.9554 -0.7049 -4.4010 1.016 0.448 -0.427
```
Forces are in eV/Å.

As for the energy: -42024.9528 eV. For the largest force on an atom, the calculation gives 1.19 eV/A. As for the total charge: +2. Its HOMO energy is -14.09 eV. Its LUMO energy is -11.23 eV.



Entry from the OMol25 dataset: a structure of composition C6H19BrCuN5O3 in a non-equilibrium geometry (ωB97M-V with the def2-TZVPD basis set).

XYZ file:
```
35
Properties=species:S:1:pos:R:3:forces:R:3
Cu 0.1716 -0.6091 4.2314 -0.164 -0.992 -1.619
Br 1.6943 -1.0152 2.0231 -0.371 0.589 0.559
C -1.7670 -0.7692 -0.6936 1.423 1.529 0.732
O -1.9354 -0.3709 0.4373 0.149 -0.493 1.725
N -2.6354 -0.5153 -1.6175 -2.775 0.111 -3.097
N -0.5694 -1.2073 -1.1467 1.126 -0.563 0.783
H -2.3816 -0.6630 -2.5839 -0.615 0.119 0.158
H -3.5044 -0.0811 -1.3410 0.162 -0.189 -0.303
H -0.3520 -1.5636 -2.0664 -0.072 0.017 0.464
H 0.0776 -1.1497 -0.3733 0.719 -0.474 -0.429
C -1.7919 -3.0617 2.9597 0.551 -0.397 1.015
O -1.5812 -2.0499 3.6162 0.137 1.337 1.174
N -1.1277 -3.3946 1.8874 1.410 -0.264 -3.053
N -2.5864 -4.0748 3.3270 -1.447 -0.263 1.293
H -0.5810 -2.7215 1.3698 -0.106 -0.001 0.205
H -1.4048 -4.2561 1.4388 0.486 0.397 -0.250
H -2.7621 -4.8298 2.6795 -0.191 0.130 0.647
H -2.9612 -4.0590 4.2647 -0.191 -0.213 -0.400
C 2.7213 1.0885 -1.8792 0.451 -0.007 -0.414
C 2.5532 2.2627 -0.8530 -1.095 2.165 0.284
C 1.1181 2.5932 -0.4377 -0.595 -0.428 -1.456
O 0.6121 3.2110 -1.5999 -1.610 -0.755 0.617
C -0.8061 2.9576 -1.7061 -0.766 1.048 -0.484
N 3.2560 1.9327 0.2912 1.510 -1.918 -2.115
H 1.9799 1.1154 -2.6777 -0.411 0.426 0.402
H 2.7190 0.0919 -1.4377 -0.074 0.094 0.224
H 3.6759 1.2647 -2.3751 0.133 -0.209 0.139
H 3.0104 3.1843 -1.2133 -0.195 -0.065 -0.596
H 1.0423 3.2522 0.4272 0.297 0.010 0.059
H 0.6177 1.6464 -0.2341 -0.300 -0.095 0.238
H -1.1380 1.9386 -1.9055 0.806 -0.349 -0.347
H -1.1824 3.6341 -2.4734 0.233 -0.269 -0.290
H -1.4273 3.2212 -0.8501 0.663 0.300 0.701
H 4.2160 2.0215 -0.0097 1.114 0.408 1.491
H 3.0298 0.9758 0.5219 -0.391 -0.739 1.942
```
Forces are in eV/Å.

As for the energy: -134797.6570 eV. Its expectation value of S² is 0.754. The calculation puts the relative energy (zero: lowest compared OMol25 entry of this formula, charge and spin) at 45.09 kcal per mole. For the largest force on an atom, the calculation gives 4.16 eV/A. As for the total charge: +1. Its HOMO energy (alpha / beta) is -11.76 / -11.73 eV. Its LUMO energy (alpha / beta) is -3.22 / -7.98 eV. The multiplicity is 2.



Entry from the OMol25 dataset: a cluster of 2 separate species, C6H19ClN2O3PS2 in total in a non-equilibrium geometry (ωB97M-V with the def2-TZVPD basis set).

XYZ file:
```
34
Properties=species:S:1:pos:R:3:forces:R:3
C -1.0375 0.6724 -0.2570 0.013 -0.179 0.019
C -1.5753 1.8287 0.4981 -0.403 0.276 -0.166
N -0.7948 2.3459 1.3494 0.751 0.420 0.715
C -2.9273 2.3872 0.2174 -0.171 -0.546 -0.052
P -4.5068 1.3139 0.5029 0.097 -0.600 0.214
N -4.0016 0.1964 -0.8052 -0.132 0.157 0.019
S -3.6640 0.1015 2.1520 0.168 -0.014 0.598
Cl -5.6069 2.6777 -0.9567 -0.436 0.487 -0.481
H -1.2763 -0.2166 0.3036 -0.195 -0.446 0.130
H 0.0339 0.7665 -0.2628 0.503 -0.045 -0.197
H -1.4569 0.5507 -1.2413 -0.090 0.041 -0.342
H -1.2619 3.1144 1.8267 -0.030 0.037 0.046
H -3.0716 3.2495 0.8461 -0.168 0.432 0.333
H -2.9455 2.7504 -0.8009 -0.079 -0.063 -0.453
H -5.7449 0.5966 0.6429 0.062 0.123 -0.107
H -4.9495 2.2274 1.5232 0.152 -0.036 -0.063
H -3.9221 0.7414 -1.6583 0.092 0.030 -0.017
H -4.7852 -0.4265 -0.9764 -0.050 -0.049 0.049
H -3.7054 -1.1228 1.6233 -0.012 -0.017 -0.250
O 4.1064 -1.5148 1.7489 -0.032 -0.192 0.073
S 3.4243 -0.9870 0.6057 0.059 0.445 -0.213
O 2.0819 -1.3687 0.3167 -0.083 -0.251 0.119
O 4.3300 -1.2543 -0.6850 0.018 0.170 0.011
C 4.7454 -2.6087 -0.9303 0.071 -0.480 -0.091
C 3.6287 -3.4725 -1.4851 -0.147 0.072 0.092
C 3.5261 0.7683 0.6071 0.079 0.031 0.002
H 5.1622 -3.0339 -0.0153 -0.059 0.088 0.059
H 5.5542 -2.5304 -1.6550 0.002 0.171 0.011
H 2.8351 -3.6146 -0.7537 0.015 0.004 0.012
H 4.0185 -4.4531 -1.7614 0.071 0.025 -0.019
H 3.1855 -3.0058 -2.3644 0.036 -0.013 -0.034
H 4.5546 1.0631 0.7964 0.005 -0.020 -0.006
H 2.8699 1.1197 1.4013 -0.066 -0.044 -0.011
H 3.1767 1.1381 -0.3526 -0.042 -0.017 -0.001
```
Forces are in eV/Å.

As for the energy: -59135.4782 eV. For the largest force on an atom, the calculation gives 1.12 eV/A. As for the total charge: -1. Its HOMO energy is -4.67 eV. Its LUMO energy is 2.37 eV.